Model w:
Below is an isolated molecule of C8H14O, with properties calculated with ωB97M-V/def2-TZVPD.

Results
* orbital gap: 10.62 eV
* E_HOMO: -9.67 eV

Each line ends with the Mulliken charge.
Element x y z (Å)
C 1.960 -1.060 0.833  -0.811
C 2.013 -0.425 -0.650  -0.453
C 1.007 0.722 -0.731  -0.809
C -0.426 0.510 -0.080  0.542
C -1.167 -0.638 -0.550  0.250
C -2.481 -1.217 -0.034  -0.604
O -1.094 -1.820 0.026  -0.463
C -1.226 1.744 -0.060  -0.670
C -0.720 1.132 1.183  -0.677
H 2.534 -2.121 1.200  0.287
H 0.810 -1.282 1.189  0.180
H 2.582 -0.494 1.606  0.290
H 2.135 -1.278 -1.548  0.253
H 3.061 0.123 -0.763  0.294
H 0.600 1.148 -1.759  0.283
H 1.587 1.622 -0.313  0.317
H -1.057 -0.619 -1.727  0.252
H -2.936 -1.181 0.927  0.359
H -2.982 -1.444 -1.216  0.215
H -2.268 1.483 -0.267  0.291
H -0.921 2.653 -0.840  0.254
H -1.276 0.721 2.039  0.231
H 0.265 1.722 1.533  0.189

Model x:
Below is a structure of composition C8H14O, with properties calculated with ωB97M-V/def2-TZVPD.

Results
* orbital gap (spin up / spin down): 7.62 / 7.62 eV
* E_HOMO (spin up / spin down): -7.75 / -7.75 eV

Each line ends with the Mulliken charge.
Element x y z (Å)
C 0.748 -0.941 0.514  0.158
C 0.127 -1.899 -0.491  -1.295
C 1.611 -1.670 1.534  -1.520
C -0.547 -0.235 1.732  0.281
O -0.094 0.205 2.790  -0.670
H 1.378 -0.198 0.027  0.261
H -1.112 -1.174 1.640  0.316
H 0.897 -2.498 -0.987  0.350
H 1.052 -2.472 2.025  0.327
H -0.453 -1.399 -1.269  0.342
H -0.548 -2.602 0.009  0.367
H 1.961 -0.993 2.312  0.371
H 2.479 -2.113 1.035  0.427
C 0.005 1.507 -1.258  -0.114
C -0.872 2.486 -2.064  -1.383
C -0.723 1.003 -0.106  0.034
C -1.490 0.864 0.875  -0.437
H 0.910 2.016 -0.913  0.313
H 0.321 0.677 -1.896  0.370
H -1.164 3.341 -1.456  0.343
H -0.310 2.851 -2.924  0.384
H -1.774 1.994 -2.427  0.355
H -2.402 1.249 1.296  0.418

Model y:
Below is a structure of composition C8H14O, with properties calculated with ωB97M-V/def2-TZVPD.

Results
* orbital gap: 10.49 eV
* E_HOMO: -9.73 eV

Each line ends with the Mulliken charge.
Element x y z (Å)
C 2.639 -0.586 0.104  -1.509
C 1.148 -0.189 0.153  0.590
C 0.884 1.432 0.143  -0.842
C -0.601 1.489 -0.114  -1.005
C -0.828 -0.009 -0.095  0.774
C -2.193 -0.593 -0.366  -0.774
C 0.304 -0.542 -0.990  -0.512
C 0.039 -0.580 1.117  -0.740
H 3.096 0.209 -0.565  0.311
H 2.738 -1.672 -0.189  0.331
H 3.031 -0.426 1.121  0.342
H 1.209 1.825 1.093  0.389
H 1.502 2.004 -0.620  0.357
H -1.175 2.007 0.668  0.299
H -0.898 1.983 -1.001  0.431
H -2.054 -1.713 -0.101  0.294
H -2.311 -0.417 -1.550  0.176
H -3.934 -0.692 0.480  0.360
H 0.202 -1.647 -1.074  0.339
H 0.574 0.042 -1.843  0.284
H -0.159 -0.285 2.164  0.279
H -0.040 -1.713 1.072  0.355
O -3.175 0.071 0.395  -0.529

Going by the energies, model y is most stable and the next is 65.3 kcal/mol up.

Model w:
Below is a cluster of 2 separate species, C16H17NO in total, with properties calculated with ωB97M-V/def2-TZVPD.

Results
* orbital gap: 8.86 eV
* E_HOMO: -8.05 eV

Each line ends with the Mulliken charge.
Element x y z (Å)
C -4.626 -0.906 1.001  -1.227
C -3.425 -0.309 1.612  0.445
C -3.181 0.825 2.274  -0.768
N -1.792 1.001 2.502  -0.109
C -1.149 -0.191 2.188  -0.606
C 0.162 -0.734 2.229  -0.384
C 0.369 -2.080 2.062  -0.682
C -0.723 -2.907 1.712  -0.439
C -2.006 -2.431 1.439  -0.796
C -2.144 -1.094 1.708  1.569
H -4.755 -0.707 -0.132  0.219
H -5.510 -0.469 1.489  0.347
H -4.756 -1.977 1.202  0.353
H -3.822 1.688 2.333  0.409
H -1.354 1.904 2.471  0.267
H 1.005 -0.056 2.511  0.352
H 1.310 -2.640 2.143  0.374
H -0.418 -3.937 1.634  0.346
H -2.728 -3.084 0.977  0.332
C 3.320 3.008 -0.416  -1.280
C 2.826 1.926 -1.419  1.209
C 3.373 1.857 -2.680  -0.813
C 2.812 0.925 -3.564  -0.312
C 1.839 0.047 -3.066  0.084
O 1.161 -0.778 -3.986  -0.522
C 1.303 0.171 -1.794  -0.347
C 1.775 1.183 -0.934  -0.574
H 3.130 3.980 -0.899  0.281
H 4.424 2.927 -0.320  0.309
H 2.764 2.868 0.527  0.308
H 4.245 2.389 -3.060  0.357
H 2.936 0.763 -4.613  0.376
H 1.802 -1.244 -4.532  0.319
H 0.590 -0.559 -1.441  0.483
H 1.311 1.175 0.033  0.119

Model x:
Below is a cluster of 2 separate species, C16H17NO in total, with properties calculated with ωB97M-V/def2-TZVPD.

Results
* orbital gap: 8.74 eV
* E_HOMO: -7.86 eV

Each line ends with the Mulliken charge.
Element x y z (Å)
C 0.484 4.647 -1.334  -1.217
C 0.907 4.146 -0.004  0.378
C 1.952 4.546 0.762  -0.632
N 2.199 3.625 1.798  -0.156
C 1.321 2.562 1.632  -0.516
C 1.329 1.318 2.278  -0.685
C 0.354 0.383 1.982  -0.525
C -0.399 0.663 0.792  -0.061
C -0.349 1.845 0.089  -0.685
C 0.529 2.832 0.534  1.209
H 0.096 3.792 -1.921  0.294
H 1.299 5.005 -1.963  0.301
H -0.409 5.266 -1.434  0.306
H 2.668 5.343 0.646  0.427
H 2.567 3.880 2.695  0.253
H 2.066 1.216 3.069  0.315
H 0.194 -0.513 2.558  0.447
H -1.034 -0.118 0.388  0.286
H -1.030 2.000 -0.737  0.294
C 0.337 -3.760 -2.727  -1.447
C -0.612 -3.692 -1.566  0.501
C -1.732 -2.857 -1.593  -0.575
C -2.285 -2.428 -0.397  -0.450
C -1.680 -2.832 0.781  0.694
O -1.989 -2.159 1.966  -0.540
C -0.677 -3.755 0.869  -0.820
C -0.159 -4.219 -0.342  -0.364
H 0.200 -3.039 -3.536  0.374
H 0.265 -4.706 -3.271  0.329
H 1.395 -3.701 -2.461  0.347
H -2.161 -2.546 -2.535  0.400
H -3.209 -1.873 -0.278  0.408
H -2.801 -1.693 1.938  0.319
H -0.123 -4.097 1.731  0.400
H 0.485 -5.081 -0.407  0.388

Model y:
Below is a cluster of 2 separate species, C16H17NO in total, with properties calculated with ωB97M-V/def2-TZVPD.

Results
* orbital gap: 8.54 eV
* E_HOMO: -7.69 eV

Each line ends with the Mulliken charge.
Element x y z (Å)
C -2.764 2.143 -1.683  -1.487
C -2.385 1.052 -0.753  0.363
C -3.157 0.818 0.365  -0.831
N -2.874 -0.427 0.910  -0.074
C -1.874 -0.978 0.079  -0.072
C -1.277 -2.217 0.291  -0.844
C -0.428 -2.626 -0.735  -0.446
C -0.135 -1.774 -1.806  -0.584
C -0.653 -0.510 -1.926  -0.345
C -1.551 -0.071 -0.908  1.290
H -1.877 2.563 -2.170  0.317
H -3.235 3.041 -1.232  0.396
H -3.520 1.855 -2.390  0.330
H -3.862 1.517 0.819  0.377
H -3.128 -0.748 1.827  0.213
H -1.218 -2.921 1.106  0.347
H 0.160 -3.537 -0.713  0.383
H 0.634 -2.170 -2.465  0.330
H -0.197 0.202 -2.599  0.359
C 1.483 2.236 -0.421  -1.585
C 1.895 1.109 0.462  0.683
C 0.982 0.700 1.429  -0.390
C 1.217 -0.455 2.152  -0.557
C 2.454 -1.113 1.923  0.818
O 2.729 -2.234 2.664  -0.553
C 3.348 -0.730 0.945  -0.466
C 3.021 0.376 0.093  -0.791
H 0.471 2.651 -0.301  0.271
H 1.526 2.092 -1.492  0.318
H 2.132 2.989 0.076  0.433
H 0.113 1.353 1.499  0.310
H 0.508 -0.994 2.736  0.461
H 3.512 -2.633 2.287  0.282
H 4.282 -1.196 0.647  0.270
H 3.664 0.638 -0.712  0.475

Going by the energies, model x is most stable and the next is 3.3 kcal/mol up.

Model w:
Below is an isolated molecule of C4H6O, with properties calculated with ωB97M-V/def2-TZVPD.

Results
* orbital gap: 10.28 eV
* E_HOMO: -10.35 eV

Each line ends with the Mulliken charge.
Element x y z (Å)
C 1.368 0.771 0.046  -0.662
O 0.074 0.849 0.604  -0.324
C -0.907 0.164 -0.110  -0.389
C -0.220 -1.946 -0.508  -0.598
C -1.061 -1.348 0.271  0.102
H 1.754 -0.260 0.036  0.320
H 2.015 1.395 0.667  0.236
H 1.389 1.158 -0.985  0.291
H -1.870 0.604 0.153  0.286
H -0.764 0.286 -1.192  0.378
H -1.779 -1.673 1.018  0.361

Model x:
Below is an isolated molecule of C4H6O, with properties calculated with ωB97M-V/def2-TZVPD.

Results
* orbital gap (spin up / spin down): 7.46 / 7.46 eV
* E_HOMO (spin up / spin down): -7.84 / -7.84 eV

Each line ends with the Mulliken charge.
Element x y z (Å)
C 1.462 -1.268 0.396  -0.704
O 0.115 -0.876 0.115  -0.259
C -0.020 0.384 -0.236  0.100
C -1.195 1.081 -0.351  -0.162
C -2.459 0.466 -0.174  -0.665
H 2.064 -1.265 -0.518  0.329
H 1.420 -2.274 0.810  0.245
H 1.902 -0.589 1.133  0.345
H -1.015 2.142 -0.551  0.262
H 0.927 0.904 -0.414  0.339
H -3.201 1.294 -0.210  0.170

Going by the energies, model w is most stable and the next is 2.9 kcal/mol up.

Model w:
Below is an isolated molecule of C4H6O, with properties calculated with ωB97M-V/def2-TZVPD.

Results
* orbital gap: 8.71 eV
* E_HOMO: -8.84 eV

Each line ends with the Mulliken charge.
Element x y z (Å)
C -1.036 -0.520 0.013  -0.330
C 0.157 -0.883 0.871  -0.371
C 1.270 -0.315 0.019  -0.251
O 0.721 0.717 -0.803  -0.410
C -0.493 0.900 -0.096  -0.416
H -2.022 -0.622 0.474  0.276
H -1.014 -1.044 -0.959  0.239
H -0.224 1.147 0.959  0.296
H 1.621 -1.185 -0.570  0.309
H 2.130 0.095 0.570  0.286
H -1.111 1.710 -0.479  0.372

Model x:
Below is a structure of composition C4H6O, with properties calculated with ωB97M-V/def2-TZVPD.

Results
* orbital gap: 9.90 eV
* E_HOMO: -9.00 eV

Each line ends with the Mulliken charge.
Element x y z (Å)
C -0.200 -1.318 0.055  -0.182
O -1.208 -0.352 -0.297  -0.383
C -0.700 0.933 -0.034  -0.355
C 0.789 0.704 0.148  -0.224
C 1.126 -0.645 0.275  -0.590
H -0.456 -1.809 1.007  0.286
H -0.180 -2.090 -0.721  0.279
H -1.115 1.363 0.893  0.248
H -0.945 1.608 -0.862  0.263
H 1.488 1.523 0.319  0.460
H 1.399 0.084 -0.785  0.198

Model y:
Below is an isolated molecule of C4H6O, with properties calculated with ωB97M-V/def2-TZVPD.

Results
* orbital gap: 9.77 eV
* E_HOMO: -8.57 eV

Each line ends with the Mulliken charge.
Element x y z (Å)
C 2.298 -0.379 0.124  -0.742
C 1.190 0.347 -0.161  0.147
O -0.001 -0.333 -0.234  -0.309
C -1.149 0.340 0.014  0.151
C -2.330 -0.353 -0.004  -0.688
H 3.225 0.143 0.091  0.255
H 2.329 -1.466 0.184  0.261
H 1.194 1.508 -0.383  0.247
H -1.049 1.411 0.305  0.223
H -2.420 -1.403 -0.295  0.259
H -3.288 0.185 0.360  0.195

Model z:
Below is an isolated molecule of C4H6O, with properties calculated with ωB97M-V/def2-TZVPD.

Results
* orbital gap: 9.91 eV
* E_HOMO: -8.72 eV

Each line ends with the Mulliken charge.
Element x y z (Å)
C 2.402 0.177 0.170  -0.695
C 1.136 0.092 -0.338  0.236
O 0.053 0.338 0.444  -0.313
C -1.126 0.015 -0.197  0.246
C -2.334 -0.195 0.386  -0.772
H 3.289 -0.170 -0.342  0.266
H 2.387 0.569 1.219  0.214
H 0.974 -0.439 -1.369  0.123
H -0.962 -0.050 -1.312  0.216
H -2.514 -0.045 1.476  0.236
H -3.305 -0.292 -0.136  0.242

Going by the energies, model y is most stable and the next is 3.3 kcal/mol up.

Model w:
Below is a structure of composition C4H6O, with properties calculated with ωB97M-V/def2-TZVPD.

Results
* orbital gap: 9.57 eV
* E_HOMO: -8.74 eV

Each line ends with the Mulliken charge.
Element x y z (Å)
O -1.992 -0.429 -0.813  -0.635
C -0.961 -0.067 -0.141  0.639
C -0.033 1.114 -0.102  -0.591
C 1.063 0.032 0.203  -0.318
C -0.045 -1.031 0.296  -0.826
H 0.045 1.704 -1.017  0.277
H -0.211 1.772 0.752  0.235
H 1.622 0.219 1.123  0.237
H 1.767 -0.106 -0.620  0.227
H -0.153 -1.822 1.027  0.378
H -1.102 -1.386 -0.708  0.377

Model x:
Below is an isolated molecule of C4H6O, with properties calculated with ωB97M-V/def2-TZVPD.

Results
* orbital gap: 8.42 eV
* E_HOMO: -8.97 eV

Each line ends with the Mulliken charge.
Element x y z (Å)
O -1.974 0.040 -0.464  -0.537
C -0.785 -0.041 -0.248  0.614
C 0.055 1.232 -0.065  -0.344
C 1.436 1.261 0.423  -0.432
C -0.069 -1.374 -0.180  -1.078
H -0.170 1.927 -0.885  0.341
H -0.336 1.763 0.841  0.286
H 1.557 0.337 1.037  0.192
H 1.005 -1.283 -0.372  0.337
H -0.200 -1.808 0.819  0.280
H -0.519 -2.053 -0.906  0.340

Model y:
Below is an isolated molecule of C4H6O, with properties calculated with ωB97M-V/def2-TZVPD.

Results
* orbital gap: 10.06 eV
* E_HOMO: -8.86 eV

Each line ends with the Mulliken charge.
Element x y z (Å)
C -2.310 -0.267 -0.169  -0.707
C -1.144 0.456 -0.049  0.112
O -0.009 -0.277 0.332  -0.308
C 1.147 0.359 0.036  0.209
C 2.289 -0.250 -0.184  -0.796
H -3.371 0.081 -0.301  0.266
H -2.147 -1.379 0.188  0.180
H -0.947 1.446 -0.175  0.319
H 1.104 1.446 0.366  0.215
H 2.322 -1.351 -0.230  0.208
H 3.213 0.186 -0.315  0.302

Model z:
Below is an isolated molecule of C4H6O, with properties calculated with ωB97M-V/def2-TZVPD.

Results
* orbital gap: 11.01 eV
* E_HOMO: -10.04 eV

Each line ends with the Mulliken charge.
Element x y z (Å)
C 2.383 0.297 0.065  0.040
C 1.202 0.543 0.027  -0.438
C -0.240 0.775 -0.167  -0.493
C -1.044 -0.532 -0.278  -0.458
O -1.537 -0.984 0.961  -0.523
H 3.435 0.100 0.012  0.401
H -0.387 1.350 -1.092  0.274
H -0.678 1.366 0.646  0.271
H -0.419 -1.285 -0.778  0.318
H -1.925 -0.368 -0.906  0.300
H -0.792 -1.263 1.508  0.309

Going by the energies, model z is most stable and the next is 9.3 kcal/mol up.